ORCA calculation (wB97M-V/def2-TZVPD) on 4 unconnected molecules or ions with the total composition C15H26BFNO13.

The calculation puts the HOMO energy at -4.54 eV. For the energy above the lowest of the compared OMol25 structures with the same formula, charge and spin, the calculation gives 1.639 eV. The LUMO energy is 2.09 eV. As for the net charge: -1.

```
57
C15H26BFNO13 | OMol25 | wB97M-V/def2-TZVPD
O 4.593 -4.649 0.335
C 3.918 -4.126 -0.639
O 4.025 -4.638 -1.914
B 3.009 -2.825 -0.257
C 1.571 -2.652 -0.995
O 1.551 -1.957 -2.066
N 0.265 -3.179 -0.529
C 0.307 -4.606 -0.208
O 0.795 -5.118 0.814
F -0.325 -5.520 -1.135
H 3.374 -1.987 0.502
H -0.353 -3.119 -1.371
C -0.435 1.973 -4.096
C 0.367 1.506 -2.895
O 0.541 2.571 -1.949
C -0.521 2.838 -1.177
O -1.584 2.264 -1.205
O -0.208 3.874 -0.378
C -1.290 4.322 0.435
H 0.017 2.866 -4.536
H -0.485 1.188 -4.854
H -1.455 2.240 -3.811
H 1.366 1.208 -3.220
H -0.090 0.635 -2.418
H -1.724 3.499 1.007
H -2.050 4.800 -0.187
H -0.900 5.061 1.135
C 6.214 2.306 4.267
C 4.798 2.138 3.748
O 4.582 0.808 3.266
C 4.381 -0.127 4.211
O 4.359 0.064 5.406
O 4.232 -1.312 3.601
C 4.103 -2.413 4.499
H 6.939 2.004 3.507
H 6.402 3.345 4.546
H 6.392 1.678 5.143
H 4.641 2.808 2.900
H 4.056 2.399 4.508
H 3.306 -2.242 5.226
H 5.053 -2.593 5.006
H 3.850 -3.296 3.911
C -3.498 -0.087 -1.687
C -4.504 0.941 -1.207
O -5.668 0.954 -2.047
C -6.543 -0.042 -1.842
O -6.440 -0.923 -1.022
O -7.549 0.095 -2.726
C -8.507 -0.959 -2.676
H -3.261 0.071 -2.742
H -2.578 -0.028 -1.103
H -3.895 -1.102 -1.599
H -4.061 1.937 -1.270
H -4.783 0.777 -0.162
H -8.888 -1.103 -1.663
H -8.064 -1.883 -3.054
H -9.341 -0.685 -3.324
```



ORCA calculation (wB97M-V/def2-TZVPD) on a molecular structure, C15H26ClO5PZn.

The calculation puts the HOMO energy at -13.11 eV. The LUMO energy is -11.61 eV. As for the net charge: +2.

```
49
C15H26ClO5PZn | OMol25 | wB97M-V/def2-TZVPD
C 1.028 2.567 0.733
C 1.823 1.306 1.120
P 2.166 0.296 -0.348
C 3.595 1.017 -1.220
C 4.445 -0.013 -1.974
C 2.575 -1.433 0.117
O 2.148 -2.427 -0.813
C 2.473 -3.629 -0.190
O 2.540 -4.662 -0.743
O 2.685 -3.387 1.138
C 2.090 -2.087 1.411
Cl 2.822 -1.409 2.848
C 0.573 -2.333 1.567
C -0.402 -1.518 0.710
C -1.838 -1.786 1.183
C -2.964 -1.580 0.141
C -2.632 -0.740 -1.092
C -2.397 0.737 -0.783
O -3.439 1.516 -1.493
C -4.042 2.514 -0.978
C -3.325 3.488 -0.111
O -5.233 2.674 -1.352
H 0.190 2.310 0.081
H 0.670 3.072 1.628
H 1.654 3.254 0.163
H 2.780 1.613 1.557
H 1.294 0.725 1.873
H 4.189 1.568 -0.482
H 3.191 1.735 -1.938
H 3.836 -0.627 -2.639
H 5.001 -0.661 -1.298
H 5.168 0.512 -2.596
H 3.672 -1.485 0.155
H 0.385 -3.385 1.351
H 0.324 -2.193 2.620
H -0.284 -1.826 -0.331
H -0.197 -0.444 0.767
H -2.028 -1.217 2.096
H -1.879 -2.835 1.487
H -3.827 -1.123 0.637
H -3.299 -2.559 -0.200
H -3.490 -0.782 -1.767
H -1.796 -1.144 -1.662
H -1.432 1.091 -1.145
H -2.481 0.932 0.287
H -2.485 3.900 -0.673
H -3.991 4.281 0.216
H -2.909 2.982 0.763
Zn -6.947 3.193 -0.818
```



ORCA calculation (wB97M-V/def2-TZVPD) on 8 unconnected molecules or ions with the total composition C15H26F3N2O15.

The calculation puts the HOMO energy at -3.99 eV. For the energy above the lowest of the compared OMol25 structures with the same formula, charge and spin, the calculation gives 0.427 eV. The LUMO energy is 2.02 eV. As for the net charge: -1.

```
61
C15H26F3N2O15 | OMol25 | wB97M-V/def2-TZVPD
N -0.664 1.622 -3.696
H -1.432 1.205 -3.189
H -0.964 2.573 -3.536
H -0.756 1.187 -4.603
H 0.271 1.452 -3.353
N -0.437 0.156 -0.174
H 0.312 0.535 -0.736
H -1.275 0.691 -0.349
H -0.209 0.236 0.806
H -0.525 -0.818 -0.426
C 3.873 0.620 -2.217
C 2.364 0.624 -2.379
O 1.594 1.307 -1.680
O 1.893 -0.121 -3.263
H 4.237 1.569 -2.612
H 4.282 -0.291 -2.653
H 4.163 0.625 -1.166
C 1.380 -3.898 -1.301
C 0.355 -3.061 -2.121
O -0.472 -2.363 -1.538
O 0.421 -3.153 -3.364
H 1.067 -4.937 -1.191
H 1.522 -3.392 -0.346
H 2.331 -3.777 -1.820
C -5.038 0.289 -1.712
C -3.622 0.821 -1.751
O -2.949 0.660 -2.809
O -3.017 1.139 -0.691
H -5.028 -0.772 -1.461
H -5.433 0.488 -2.708
H -5.526 0.898 -0.952
C -1.588 3.526 1.598
C -2.837 4.037 1.014
O -2.482 4.478 -0.301
C -1.326 3.942 -0.644
O -0.893 3.945 -1.814
O -0.784 3.223 0.426
F -3.446 4.964 1.791
H -1.575 2.664 2.264
H -1.094 4.348 2.116
H -3.492 3.168 0.953
C 4.483 -0.933 1.493
C 3.274 -1.841 1.149
O 2.217 -0.886 1.206
C 2.578 0.371 1.501
O 1.769 1.282 1.652
O 3.938 0.358 1.659
F 3.106 -2.672 2.162
H 5.331 -0.960 0.809
H 4.814 -1.231 2.488
H 3.382 -2.229 0.136
C -0.606 -2.330 4.687
C -0.739 -3.099 3.396
O -0.646 -1.996 2.485
C -1.052 -0.851 3.080
O -1.197 0.170 2.449
O -1.100 -1.007 4.363
F -2.007 -3.501 3.208
H 0.472 -2.304 4.844
H -1.155 -2.801 5.502
H -0.062 -3.950 3.319
```



ORCA calculation (wB97M-V/def2-TZVPD) on a molecular structure, C15H26IO2P2SSn.

The calculation puts the HOMO energy at -17.02 eV. For the energy above the lowest of the compared OMol25 structures with the same formula, charge and spin, the calculation gives 1.178 eV. The LUMO energy is -13.17 eV. As for the net charge: +3.

```
48
C15H26IO2P2SSn | OMol25 | wB97M-V/def2-TZVPD
C -5.933 1.781 -3.634
C -5.001 0.689 -3.172
H -6.746 1.348 -4.227
H -5.382 2.501 -4.250
H -6.355 2.301 -2.767
O -5.074 -0.493 -3.377
I -3.263 1.422 -1.936
Sn -0.293 0.523 -0.123
P -1.633 0.014 2.156
C -1.419 -1.621 2.922
C -1.400 1.107 3.601
H -2.238 0.919 4.299
H -3.924 0.201 2.846
H -1.409 2.162 3.293
H -3.681 0.982 1.245
H -0.372 -1.773 3.203
H -0.443 0.883 4.101
C -3.430 0.113 1.864
H -2.038 -1.667 3.827
H -3.782 -0.796 1.354
H -1.727 -2.417 2.238
P 1.278 0.598 -2.327
C 2.208 -0.891 -2.805
C 0.247 0.902 -3.802
H 2.139 2.882 -2.222
H 2.905 1.905 -3.526
H 3.409 1.686 -1.809
C 2.558 1.896 -2.476
H -0.510 1.669 -3.610
H 0.913 1.232 -4.615
H 2.792 -0.661 -3.706
H 1.518 -1.713 -3.024
H -0.264 -0.025 -4.102
H 2.893 -1.204 -2.012
C 0.435 -1.852 0.051
O 1.086 -2.718 0.433
S 1.756 1.361 1.324
C 2.788 0.123 1.955
C 2.764 -0.188 3.336
C 3.550 -1.238 3.814
C 4.398 -1.943 2.951
C 4.481 -1.577 1.598
C 3.701 -0.532 1.107
H 2.139 0.408 4.002
H 3.496 -1.518 4.866
H 4.997 -2.774 3.324
H 5.153 -2.110 0.929
H 3.787 -0.198 0.066
```